[1]
DFT (the ωB97M-V functional and the def2-TZVPD basis) results for a cluster of 2 separate species, C3H4OS2 in total in a non-equilibrium geometry.

For the LUMO energy, the calculation gives -0.2749 eV. The HOMO energy comes out at -0.3615 Eh. The value obtained for the HOMO-LUMO gap is 0.351 Ha.

Bonds (Å) are listed after each position.
Geometry (Å):
1 C -1.68867 1.93807 0.56981  C2 1.232, H7 1.101
2 C -1.30767 0.81436 0.23955  C1 1.232
3 C -0.41168 -0.88015 -0.54358  S6 1.913, H8 1.077, H9 1.049
4 O 1.38471 -0.75491 1.44706  S6 1.422
5 S 2.10154 1.00078 -0.66292  S6 1.863
6 S 1.38434 -0.56987 0.03690  C3 1.913, O4 1.422, S5 1.863, H10 1.541
7 H -2.14040 2.71045 1.21062  C1 1.101
8 H -0.33497 -0.92733 -1.61728  C3 1.077
9 H -1.06712 -1.54793 -0.06939  C3 1.049
10 H 2.07991 -1.78347 -0.61077  S6 1.541

=====

[2]
DFT (the ωB97M-V functional and the def2-TZVPD basis) results for the molecule C3H4OS2 in a non-equilibrium geometry.

For the LUMO energy, the calculation gives -0.7672 eV. The HOMO energy comes out at -0.3347 Eh. The value obtained for the HOMO-LUMO gap is 0.306 Ha. As for the SMILES: S=CCOC=S.

Bonds (Å) are listed after each position.
Geometry (Å):
1 S -2.40489 -1.33201 -0.04818  C2 1.636
2 C -1.50162 0.01664 -0.25515  S1 1.636, C3 1.468, H7 1.133
3 C -0.38568 0.46269 0.58743  C2 1.468, O4 1.403, H8 1.122, H9 1.078
4 O 0.81515 0.78138 -0.06488  C3 1.403, C5 1.329
5 C 1.66670 -0.19445 -0.36093  O4 1.329, S6 1.577, H10 1.111
6 S 1.81151 -1.69490 0.10164  C5 1.577
7 H -1.51945 0.65856 -1.18902  C2 1.133
8 H -0.08064 -0.31541 1.33634  C3 1.122
9 H -0.69562 1.37960 1.06141  C3 1.078
10 H 2.29452 0.23790 -1.16867  C5 1.111

=====

[3]
DFT (the ωB97M-V functional and the def2-TZVPD basis) results for the molecule C3H4OS2 in a non-equilibrium geometry.

For the LUMO energy, the calculation gives -0.7971 eV. The HOMO energy comes out at -0.3401 Eh. The value obtained for the HOMO-LUMO gap is 0.311 Ha. As for the SMILES: O=C[C@H](S)C=S.

Bonds (Å) are listed after each position.
Geometry (Å):
1 O 1.89751 -0.48307 1.46723  C2 1.209
2 C 0.88430 -0.74495 0.86189  O1 1.209, C3 1.550, H7 1.075
3 C -0.01653 0.38290 0.29829  C2 1.550, S4 1.852, C5 1.513, H8 1.132
4 S -1.74696 0.53008 0.94251  C3 1.852, H9 1.284
5 C -0.01340 0.42194 -1.21396  C3 1.513, S6 1.598, H10 1.059
6 S 0.54582 -0.68650 -2.22038  C5 1.598
7 H 0.58370 -1.73853 0.58227  C2 1.075
8 H 0.46766 1.31862 0.71233  C3 1.132
9 H -2.23063 -0.35152 0.14457  S4 1.284
10 H -0.37147 1.35103 -1.57475  C5 1.059

=====

[4]
DFT (the ωB97M-V functional and the def2-TZVPD basis) results for the molecule C3H4OS2 in a non-equilibrium geometry.

For the LUMO energy, the calculation gives -1.5647 eV. The HOMO energy comes out at -0.3436 Eh. The value obtained for the HOMO-LUMO gap is 0.286 Ha. As for the SMILES: O=CC(=S)CS.

Bonds (Å) are listed after each position.
Geometry (Å):
1 O -2.01565 -0.36327 0.72609  C2 1.189
2 C -1.29066 -0.83753 -0.08874  O1 1.189, C3 1.495, H7 1.099
3 C 0.18496 -0.61791 -0.18050  C2 1.495, S4 1.599, C5 1.530
4 S 0.86000 -1.33125 -1.44177  C3 1.599
5 C 0.91739 0.22205 0.86717  C3 1.530, S6 1.873, H8 1.086, H9 1.047
6 S 0.22116 1.95449 0.71724  C5 1.873, H10 1.306
7 H -1.74375 -1.49604 -0.84318  C2 1.099
8 H 1.94621 0.37246 0.55471  C5 1.086
9 H 0.77065 -0.08798 1.85594  C5 1.047
10 H -1.01656 1.54620 0.62868  S6 1.306